1.
81
Properties=species:S:1:pos:R:3:forces:R:3 method="wB97M-V/def2-TZVPD" de_lowest_kcal_mol=0.0 homo_ev=-2.778 charge=-2 spin_multiplicity=1
Ba 2.24525 1.20190 -1.10094 0.14 0.25 -0.25
O 0.83950 1.54285 1.36555 -0.03 -0.07 -0.04
C -0.19733 1.24557 0.72796 0.01 -0.04 -0.05
O -0.37696 1.45198 -0.50153 -0.07 -0.06 0.12
C -1.27995 0.45682 1.48926 0.03 -0.04 -0.05
C -2.53357 0.18176 0.65933 0.04 0.01 -0.03
Ge -3.44293 -1.47155 1.12170 0.04 -0.08 -0.08
C -4.49204 -1.36409 2.77434 -0.02 0.04 0.02
C -5.36568 -2.39000 3.13803 -0.02 0.03 0.00
C -6.11636 -2.31290 4.30290 0.00 0.00 0.00
C -6.00932 -1.19796 5.12410 0.00 -0.01 0.00
C -5.15152 -0.16555 4.77417 0.01 0.00 0.00
C -4.39972 -0.25081 3.60825 0.01 -0.04 0.03
C -4.71848 -1.99482 -0.27726 -0.05 0.01 0.03
C -5.74802 -1.12700 -0.64553 0.00 -0.04 -0.01
C -6.66406 -1.47731 -1.62715 0.00 0.01 0.01
C -6.56555 -2.71042 -2.25872 0.00 0.00 0.00
C -5.54842 -3.58458 -1.90527 0.00 0.00 0.00
C -4.63281 -3.22677 -0.92221 0.01 0.01 -0.01
C -2.09268 -2.87176 1.27630 0.07 0.04 0.03
C -2.16970 -3.90909 2.20408 -0.05 -0.02 -0.05
C -1.13830 -4.83198 2.32347 -0.03 -0.02 0.02
C -0.00493 -4.71120 1.53158 -0.01 0.03 0.00
C 0.09653 -3.67109 0.61701 0.07 -0.05 0.08
C -0.94643 -2.76648 0.48380 -0.02 0.04 0.07
H -1.49280 0.95705 2.43608 0.00 0.06 -0.02
H -0.78284 -0.48143 1.75503 -0.02 0.07 0.09
H -2.21464 0.05820 -0.37860 -0.01 0.05 -0.03
H -3.21420 1.03611 0.64806 -0.03 -0.02 0.06
H -5.47005 -3.25858 2.49533 -0.01 0.01 0.00
H -6.78808 -3.12053 4.56931 0.00 0.00 0.00
H -6.59415 -1.13476 6.03389 0.00 0.00 0.00
H -5.06370 0.70650 5.41087 0.00 0.00 0.00
H -3.72632 0.55822 3.34829 -0.01 0.01 0.00
H -5.83486 -0.15971 -0.16116 -0.01 0.00 0.00
H -7.45164 -0.78694 -1.90493 0.00 0.00 0.00
H -7.27587 -2.98465 -3.02944 0.00 0.00 0.00
H -5.46164 -4.54403 -2.40128 0.00 0.00 0.00
H -3.83229 -3.91074 -0.66148 0.00 0.00 0.00
H -3.03448 -3.99096 2.85420 0.00 -0.01 0.01
H -1.20882 -5.63033 3.05352 -0.01 0.00 0.00
H 0.81434 -5.41066 1.64762 0.00 -0.01 0.00
H 0.99892 -3.51769 0.04183 -0.02 0.03 -0.14
H -0.82515 -1.93978 -0.20830 0.05 -0.06 -0.07
C 1.88821 2.88000 -3.60999 0.06 -0.10 0.14
C 1.74233 3.58977 -4.60662 0.00 -0.05 0.01
C 1.55905 4.40283 -5.76390 0.00 0.01 0.05
C 0.33528 4.42939 -6.45399 0.00 0.01 -0.01
C 0.15484 5.22614 -7.57298 0.01 0.00 0.01
C 1.18692 6.02768 -8.04715 0.00 0.00 0.00
C 2.40532 6.01571 -7.37785 -0.01 -0.01 0.00
C 2.58960 5.22003 -6.25865 -0.01 0.00 -0.01
H -0.47107 3.80896 -6.08485 0.00 0.00 0.00
H -0.80340 5.22421 -8.08122 0.00 -0.01 0.00
H 1.04375 6.65157 -8.92155 0.00 0.00 0.00
H 3.22135 6.63619 -7.73230 0.00 0.00 0.00
H 3.53833 5.21517 -5.73784 0.00 0.00 0.00
C 2.93718 -3.17625 -2.61639 -0.04 -0.01 0.02
C 2.68069 -1.76557 -2.08804 0.01 0.02 -0.02
O 1.63863 -1.56582 -1.40589 0.04 0.02 0.06
O 3.53012 -0.89100 -2.38304 -0.07 -0.01 0.05
H 2.20693 -3.88535 -2.22909 -0.01 -0.01 0.00
H 3.94604 -3.48739 -2.34399 0.01 0.00 -0.01
H 2.88042 -3.15649 -3.70599 0.01 0.00 0.00
F 8.71531 -0.24597 2.27765 -0.01 0.01 0.02
C 7.84467 0.54914 2.92899 0.00 -0.03 -0.05
C 6.97442 1.31214 2.25377 0.01 -0.01 -0.01
N 6.08615 2.14884 2.87733 -0.01 -0.06 0.02
C 5.20260 2.99921 2.07378 0.03 0.06 -0.07
C 4.52916 2.28692 0.87964 0.12 -0.11 0.09
O 3.90252 3.06029 0.12697 0.01 -0.05 0.03
O 4.66589 1.04947 0.77837 -0.21 0.11 -0.10
C 6.03266 2.22793 4.24962 0.02 0.07 -0.06
O 5.29982 2.97191 4.87097 0.00 -0.02 0.01
N 6.92326 1.39091 4.90621 0.00 -0.04 0.01
C 7.87367 0.52857 4.37123 0.01 0.06 0.06
O 8.61394 -0.11979 5.08775 -0.01 -0.02 -0.01
H 6.92439 1.28485 1.17601 -0.02 0.01 0.00
H 5.76666 3.85044 1.68912 -0.02 0.02 0.03
H 4.42400 3.37695 2.72910 0.00 -0.01 0.02
H 6.88213 1.43757 5.91277 0.00 0.00 0.00

***

2.
89
Properties=species:S:1:pos:R:3:forces:R:3 method="wB97M-V/def2-TZVPD" de_lowest_kcal_mol=0.0 homo_ev=-9.876 spin_multiplicity=1
O 0.48627 5.45592 2.74518 0.08 0.38 -0.60
N 0.84270 4.83462 1.76153 0.55 -2.09 1.26
O 0.43997 4.93058 0.63389 -0.76 1.20 -0.74
C 1.76400 3.67160 1.97982 0.40 -0.09 0.65
C 1.84935 2.73448 0.95941 -0.45 0.31 0.04
C 2.70070 1.64209 1.10480 -0.61 -0.19 0.19
C 3.32122 1.43600 2.32982 -0.33 0.48 -0.59
C 3.11807 2.32889 3.38337 0.72 0.29 -0.17
C 2.39891 3.49605 3.22540 -0.85 -0.82 -2.30
H 1.13498 2.84421 0.14348 0.73 -0.14 -0.10
H 2.76494 0.87102 0.33387 -0.01 0.44 0.12
H 3.91501 0.54588 2.39725 0.32 -0.19 0.55
H 3.61187 2.19310 4.31720 0.23 -0.42 0.58
H 2.18434 4.17058 3.99687 0.08 0.88 1.03
O 1.32073 0.35556 -3.76810 -0.37 0.00 0.07
N 1.02534 1.17647 -2.91853 -0.34 -0.09 -0.81
O 1.79055 1.54681 -2.06599 0.04 0.46 0.81
C -0.33108 1.81221 -3.02487 0.16 0.24 -1.12
C -0.50658 3.11161 -2.54745 -0.49 -1.36 0.34
C -1.71816 3.74246 -2.77138 -0.02 -0.57 0.06
C -2.68876 3.07294 -3.49020 -0.35 0.63 -0.42
C -2.47529 1.81612 -4.01285 -0.48 -0.31 -0.76
C -1.27301 1.16688 -3.84206 0.86 0.30 1.42
H 0.20482 3.49282 -1.86406 0.83 0.64 0.26
H -1.94318 4.69610 -2.34258 0.13 0.47 0.11
H -3.62160 3.56673 -3.74422 0.02 -0.01 0.28
H -3.27057 1.40926 -4.63335 0.24 -0.26 0.17
H -1.02078 0.17676 -4.17845 -0.20 -0.11 -0.38
O 0.28556 -5.51949 -6.46611 -0.43 -1.37 -0.04
N 0.81403 -4.67106 -5.81334 0.46 2.79 -0.53
O 1.10452 -4.68644 -4.63342 0.04 -0.44 -0.40
C 1.05461 -3.35023 -6.56917 0.00 -0.19 -0.34
C 0.15459 -3.00840 -7.60048 0.05 -0.37 0.93
C 0.28024 -1.75433 -8.21216 0.04 -0.40 0.02
C 1.34234 -0.91971 -7.81956 -0.54 -0.05 -0.14
C 2.19507 -1.28320 -6.79335 -0.15 -0.38 -0.55
C 2.12047 -2.53558 -6.20280 -1.20 -0.05 0.28
H -0.65286 -3.73721 -7.80384 0.54 0.74 -0.10
H -0.47936 -1.46860 -8.95779 0.69 -0.03 0.34
H 1.56132 0.05345 -8.25670 -0.59 -0.20 -0.14
H 2.88933 -0.52935 -6.50251 0.73 0.03 0.39
H 2.75172 -2.83471 -5.39301 0.32 -0.06 0.31
O -0.74857 0.63009 -0.21624 -0.70 -1.02 -0.11
N -1.90610 0.18344 -0.24284 0.43 2.13 0.01
O -2.24214 -0.90126 -0.60087 0.16 -1.30 -0.34
C -2.94986 1.13626 0.17355 0.76 0.15 0.37
C -2.50498 2.39467 0.53607 -0.46 -0.48 -0.03
C -3.43279 3.19014 1.14510 -0.02 1.39 -0.29
C -4.74713 2.79472 1.34782 -1.21 0.46 0.93
C -5.18558 1.54509 0.96108 0.69 -0.83 -0.28
C -4.23874 0.70403 0.35765 -0.25 -0.57 0.22
H -1.49055 2.70908 0.38136 0.15 0.04 -0.02
H -3.10711 4.19868 1.35748 -0.22 0.11 0.43
H -5.47471 3.43358 1.89804 0.81 -0.28 -0.59
H -6.18034 1.15849 1.19320 0.31 0.31 -0.19
H -4.41040 -0.33825 0.12162 -0.40 0.06 -0.03
O 3.75301 -0.51379 5.11454 0.65 0.61 -0.68
N 2.87366 -1.22460 5.52195 -0.36 -1.53 -0.06
O 2.28921 -1.06945 6.56280 -0.40 0.34 0.58
C 2.50116 -2.44483 4.73265 -0.38 0.01 -0.21
C 3.13448 -2.70030 3.50641 -0.46 -0.17 0.96
C 2.72491 -3.82673 2.80414 0.51 -0.05 -0.46
C 1.74626 -4.69100 3.29199 0.42 0.95 0.26
C 1.16649 -4.42600 4.51165 -0.43 0.76 0.63
C 1.49220 -3.27070 5.24137 0.52 -0.49 0.37
H 3.95954 -2.07508 3.18325 -0.25 -0.01 -0.08
H 3.22285 -4.03904 1.85913 -0.23 -0.01 0.16
H 1.42219 -5.54213 2.74499 -0.02 -0.55 -0.49
H 0.39755 -5.08242 4.89740 0.04 -0.03 0.04
H 1.06183 -3.12520 6.25348 0.31 0.21 -1.02
O -2.06086 -3.14526 2.62150 -0.34 0.15 0.39
N -2.65899 -2.12944 2.94889 1.56 -0.44 -0.63
O -3.85390 -2.02623 2.98160 -0.88 0.36 0.23
C -1.80739 -0.95213 3.23033 0.19 0.47 0.33
C -0.42316 -1.08556 3.20627 -0.38 0.74 -0.36
C 0.37282 0.02575 3.44036 -1.56 1.31 0.29
C -0.25953 1.26160 3.71833 -0.11 -0.44 -0.08
C -1.65519 1.38646 3.78649 0.93 -0.56 0.33
C -2.40293 0.25484 3.55484 -0.53 -0.37 0.28
H -0.02016 -2.00936 2.91053 0.59 -1.11 -0.13
H 1.44366 0.03712 3.42210 0.29 -0.42 -0.11
H 0.36886 2.11337 3.90098 0.09 0.22 0.10
H -2.19139 2.25994 4.14861 0.46 0.13 -0.30
H -3.45294 0.30582 3.75543 -0.54 -0.17 -0.33
Cl -0.05219 -3.38607 0.34958 0.27 0.38 -0.47
C 0.72223 -2.14830 -0.67679 0.48 0.00 0.69
Cl 0.65551 -2.52763 -2.36945 -0.20 -0.15 -0.15
Cl 2.43452 -1.90590 -0.18487 -0.10 -0.17 0.00
H 0.26833 -1.18939 -0.46704 -0.27 -0.16 -0.17

***

3.
80
Properties=species:S:1:pos:R:3:forces:R:3 method="wB97M-V/def2-TZVPD" homo_ev=-5.617 spin_multiplicity=1
Hf 0.24486 -0.16921 -0.45792 -0.10 0.63 -0.53
C 2.59721 0.99814 1.69733 -0.05 0.08 0.07
C 1.51812 1.76732 2.46544 0.07 -0.05 -0.06
C 0.74053 2.70258 1.57857 -0.01 -0.01 -0.01
C 0.80638 4.06418 1.84568 -0.03 0.03 0.01
C 0.17549 4.96737 1.00999 0.00 -0.01 0.00
C -0.50414 4.47326 -0.08558 0.00 0.03 0.01
C -0.53159 3.10628 -0.28942 -0.03 -0.01 0.04
N 0.06549 2.21724 0.52080 -0.02 0.05 0.10
N 2.15231 -0.25856 1.07273 -0.04 -0.25 0.00
C 3.17547 -0.71903 0.07377 0.02 -0.09 -0.01
C 2.46501 -0.88698 -1.27398 0.04 -0.40 0.20
C 3.46122 -1.40010 -2.27461 0.06 0.18 -0.10
C 3.45037 -2.64222 -2.75614 -0.01 -0.03 0.02
C 2.37654 -3.56287 -2.42296 0.02 0.08 0.03
C 1.38066 -3.12814 -1.62427 -0.08 -0.06 0.02
N 1.32597 -1.90884 -1.00949 -0.12 0.25 0.11
C 1.87902 -1.29914 2.07352 -0.22 0.08 0.18
C 0.44808 -1.28491 2.56547 0.12 0.06 -0.07
C 0.05868 -1.98964 3.69272 -0.04 0.00 0.13
C -1.27997 -2.01212 4.04194 0.04 0.01 -0.05
C -2.19314 -1.30640 3.26995 0.02 0.08 0.11
C -1.71788 -0.59671 2.18752 -0.17 0.00 -0.09
N -0.43024 -0.59897 1.83337 0.07 -0.27 -0.18
H 3.43126 0.77514 2.37502 0.02 -0.01 -0.02
H 2.96908 1.62978 0.89169 -0.02 -0.01 -0.03
H 2.02188 2.37388 3.21823 0.00 0.00 0.01
H 0.85466 1.09857 3.01076 -0.01 0.00 0.02
H 1.36366 4.40804 2.70655 0.00 -0.01 0.00
H 0.22406 6.03023 1.20805 0.00 0.00 0.00
H -1.00711 5.12462 -0.78598 0.00 -0.01 -0.01
H -1.04756 2.69799 -1.14322 0.01 -0.01 -0.02
H 3.63468 -1.64844 0.41997 -0.01 -0.02 -0.04
H 3.94607 0.04116 -0.03861 0.03 -0.01 0.05
H 4.21156 -0.67998 -2.58241 -0.02 0.01 -0.01
H 4.21856 -2.94933 -3.45615 -0.02 -0.02 -0.01
H 2.31881 -4.54368 -2.87080 0.00 0.00 -0.01
H 0.51721 -3.77393 -1.48393 -0.03 0.01 0.04
H 2.53622 -1.21803 2.94926 0.14 -0.02 -0.11
H 2.04555 -2.27130 1.60693 0.03 0.00 0.00
H 0.79316 -2.53172 4.27466 0.02 0.02 -0.02
H -1.61068 -2.57940 4.90189 0.00 0.00 0.00
H -3.24681 -1.30079 3.50923 0.00 0.03 -0.01
H -2.37760 -0.01184 1.55665 -0.03 -0.04 0.00
O -4.87457 -0.68104 -3.93286 0.16 0.00 -0.12
C -4.74888 -1.88354 -3.40080 -0.53 0.23 0.59
O -5.49752 -2.78780 -3.66934 0.20 -0.10 -0.26
C -3.73036 -2.04280 -2.31569 0.07 0.07 -0.24
C -3.56061 -3.17710 -1.54995 0.12 -0.07 0.01
Cl -4.31424 -4.69043 -1.65822 -0.04 -0.01 -0.08
N -2.56332 -2.94330 -0.65836 -0.03 -0.02 0.06
N -2.05272 -1.70963 -0.83472 0.01 0.04 0.21
C -2.75468 -1.15699 -1.81091 0.12 -0.16 0.06
C -2.43612 0.27599 -2.10495 0.21 -0.12 0.07
O -3.14878 0.94800 -2.83010 -0.11 0.05 -0.10
O -1.40498 0.70055 -1.46979 -0.02 -0.09 0.16
C -2.23664 -3.71183 0.50436 -0.05 -0.06 0.00
C -3.26817 -4.26150 1.25514 -0.06 0.01 -0.04
C -2.96818 -5.05054 2.35365 0.06 0.01 -0.01
C -1.64421 -5.27462 2.70729 -0.02 -0.01 0.01
C -0.62661 -4.67659 1.97994 0.04 -0.02 0.01
C -0.91532 -3.88387 0.88002 -0.07 0.08 0.00
H -4.24328 -0.01015 -3.54497 0.00 -0.08 -0.08
H -4.29540 -4.08182 0.96618 0.04 -0.02 0.09
H -3.76912 -5.49525 2.92914 -0.01 0.01 -0.01
H -1.40867 -5.90843 3.55246 0.00 0.01 0.00
H 0.40765 -4.83003 2.26354 -0.02 0.00 -0.01
H -0.13123 -3.38427 0.33227 0.09 -0.04 -0.06
C 1.84196 0.48596 -1.56596 0.17 0.07 -0.06
C 1.26486 0.69037 -2.89757 0.03 -0.08 0.01
C 0.92245 2.00191 -3.29885 -0.01 0.01 -0.02
C 0.24661 2.25946 -4.47503 0.01 0.00 0.04
C -0.11161 1.22047 -5.33010 -0.02 -0.02 -0.05
C 0.23770 -0.07445 -4.98306 0.01 -0.01 0.03
C 0.91184 -0.34407 -3.79649 -0.02 0.04 -0.01
H 1.21990 2.81860 -2.65035 0.00 0.00 0.01
H 0.00010 3.28173 -4.73943 0.01 0.00 0.01
H -0.64494 1.42010 -6.25048 0.00 0.01 0.01
H -0.02280 -0.89732 -5.63960 0.00 0.00 0.00
H 1.15762 -1.37262 -3.56556 0.00 0.00 -0.01

***

Summary of gap between HOMO and LUMO in eV
6.457 9.033 5.134
(order as listed above)